# 1
{
  "formula": "C23H42O21",
  "method": "ωB97M-V/def2-TZVPD",
  "species": ["C", "C", "C", "O", "C", "O", "O", "H", "H", "H", "H", "H", "H", "C", "C", "C", "O", "C", "O", "O", "H", "H", "H", "H", "H", "H", "C", "O", "C", "O", "O", "C", "H", "H", "H", "H", "H", "H", "C", "O", "C", "O", "O", "C", "H", "H", "H", "H", "H", "H", "C", "O", "C", "O", "O", "C", "H", "H", "H", "H", "H", "H", "C", "O", "C", "O", "O", "C", "H", "H", "H", "H", "H", "H", "C", "O", "C", "O", "O", "C", "H", "H", "H", "H", "H", "H"],
  "positions_angstrom": [[-3.110182, 0.241511, 3.584439], [-2.290522, 1.285166, 4.335216], [-2.995512, 2.664691, 4.409232], [-3.723344, 2.594546, 5.639067], [-3.260656, 1.623906, 6.356754], [-3.477355, 1.387316, 7.579569], [-2.313779, 0.975275, 5.665889], [-2.948351, 0.386581, 2.513806], [-4.191890, 0.057012, 3.868135], [-2.652739, -0.731885, 3.813989], [-1.359129, 1.210638, 3.931258], [-3.668721, 2.852791, 3.597047], [-2.154120, 3.359182, 4.231439], [3.017145, -3.378493, -3.545600], [4.038921, -3.344560, -4.717092], [4.718942, -4.716149, -5.031186], [4.966211, -4.523905, -6.455491], [4.291720, -3.611133, -6.911290], [4.317242, -3.230488, -8.044283], [3.492640, -3.079856, -6.028295], [2.471295, -2.451456, -3.327731], [3.601318, -3.571644, -2.605244], [2.277848, -4.120022, -3.624343], [4.712012, -2.551066, -4.554986], [3.990593, -5.489874, -5.053417], [5.563378, -4.848620, -4.356539], [-0.000364, 3.707238, 1.087266], [-0.330109, 4.862792, 1.848805], [-1.548931, 5.027668, 2.359194], [-2.622871, 4.238567, 1.873151], [-1.658743, 5.716344, 3.515103], [-3.023236, 5.988898, 4.011470], [-0.749004, 3.418771, 0.255387], [0.036242, 2.849913, 1.794265], [0.983633, 3.867639, 0.575471], [-2.901170, 6.933772, 4.470053], [-3.314048, 5.180847, 4.706824], [-3.662336, 6.086884, 3.227956], [1.655282, -6.720206, -1.718246], [0.613503, -6.665527, -0.726011], [0.098191, -5.456087, -0.408498], [0.549084, -4.258430, -1.026392], [-0.854547, -5.488202, 0.547900], [-1.639072, -4.256110, 0.696766], [1.578156, -5.918002, -2.392704], [1.732119, -7.672118, -2.158711], [2.628134, -6.642607, -1.201663], [-1.265217, -3.867268, 1.657023], [-2.708226, -4.429117, 0.770055], [-1.437407, -3.352953, 0.121018], [2.876507, -0.898403, -0.236524], [2.940568, -2.283178, -0.290372], [2.788587, -2.946841, 0.853066], [3.083164, -2.281355, 2.042459], [2.625672, -4.255211, 0.674249], [2.581293, -5.112715, 1.710576], [3.002074, -0.471802, -1.230742], [3.715176, -0.628408, 0.367236], [2.025592, -0.544217, 0.279746], [2.729411, -6.092590, 1.321063], [1.702812, -4.976461, 2.347019], [3.289307, -4.805481, 2.425257], [-0.848458, 3.996124, -2.882112], [-0.272242, 4.667285, -1.750931], [-0.767490, 5.910998, -1.448409], [-1.829989, 6.536281, -2.147917], [-0.227355, 6.490917, -0.374272], [-0.740179, 7.722531, 0.129746], [-0.231802, 3.236506, -3.386169], [-1.372882, 4.559433, -3.601634], [-1.720256, 3.498950, -2.436379], [0.249261, 8.097476, 0.704899], [-1.541429, 7.627988, 0.899555], [-0.938563, 8.399992, -0.777812], [-2.926740, 1.719695, 0.031827], [-2.803989, 0.495591, -0.665847], [-1.671774, 0.208440, -1.252852], [-0.536732, 1.062059, -1.088987], [-1.524788, -0.944137, -1.885237], [-0.231931, -1.442655, -2.062676], [-3.164593, 2.606281, -0.557031], [-2.065816, 1.879953, 0.720865], [-3.824299, 1.777576, 0.682684], [0.086913, -1.824552, -1.150247], [0.421634, -0.778250, -2.463049], [-0.348693, -2.349988, -2.656867]],
  "atomic_forces_ev_per_a": [[-0.264, -1.379, 0.003], [-5.310, 0.156, -0.532], [1.452, -0.758, -1.809], [-0.619, 2.087, -1.105], [1.257, -1.743, 5.784], [0.211, 0.910, -4.972], [1.008, -1.786, 2.657], [-0.517, 0.035, -0.002], [1.111, 0.971, -0.356], [0.080, 0.122, -0.092], [2.870, 0.548, -0.693], [-0.502, -0.031, -0.232], [-0.763, 0.594, 1.470], [1.795, 0.872, 0.491], [-1.899, -1.575, 0.113], [-0.826, 2.301, -0.187], [5.228, -5.490, 3.280], [-2.634, 4.128, -3.957], [0.053, 0.030, -0.870], [-2.015, 1.480, 2.412], [0.426, 0.054, -0.510], [-0.469, 0.040, -0.795], [-0.851, -1.206, -0.373], [1.280, 0.741, 0.435], [-0.457, -0.883, 0.798], [0.335, -0.466, -0.800], [-0.715, -1.796, -1.706], [-1.172, 1.835, 1.665], [-5.168, -5.971, -1.651], [5.744, 4.826, 2.516], [0.485, -0.424, -2.241], [2.328, -1.259, 1.441], [1.111, 0.874, 1.586], [0.190, 0.481, -0.468], [-0.943, 0.117, 0.846], [-0.011, 0.765, 0.869], [0.126, 0.642, -0.381], [-1.882, -0.072, -2.284], [1.413, 0.689, 1.985], [-1.333, 1.352, 0.854], [2.396, 5.706, -3.448], [-3.065, -7.268, 3.500], [0.864, 0.391, -2.548], [1.008, 1.105, 2.170], [-0.300, 0.832, -0.911], [-0.901, -1.224, -0.595], [-0.359, 0.401, 0.012], [-0.591, -0.365, 0.186], [0.193, -0.641, -0.217], [0.323, -0.976, -1.234], [1.503, 1.059, 0.272], [-1.407, -3.038, -0.223], [3.191, 3.678, 5.704], [-2.464, -4.447, -6.320], [0.042, 3.555, -2.867], [-0.640, -0.188, 2.846], [-0.300, -0.349, -0.015], [0.645, 0.818, 0.347], [-1.211, 0.309, 0.208], [-0.055, -0.739, 0.019], [-0.696, -0.464, -0.620], [1.708, -0.187, 0.856], [-1.869, -1.667, 0.881], [0.242, 3.066, 0.240], [-6.065, 2.793, -3.720], [6.497, -3.992, 4.011], [-0.150, -2.336, -1.315], [2.650, 2.086, 0.071], [0.422, 0.652, 0.885], [0.275, 1.729, -0.783], [0.350, -0.609, -0.097], [-2.503, -0.435, -1.224], [0.326, -0.206, -1.075], [-0.173, -0.924, 1.764], [-0.103, 1.625, 2.067], [-0.504, -1.354, -1.220], [7.838, 4.766, 1.451], [-6.374, -4.612, -0.993], [-3.053, 1.708, 0.878], [-1.193, -2.572, -0.330], [0.922, -0.245, -0.750], [-0.561, -0.037, -0.954], [0.332, -1.277, -0.361], [0.938, -0.343, 1.795], [1.749, 2.089, -1.200], [-0.031, 0.319, -0.336]],
  "mulliken_charge": [-1.20, 0.40, -0.36, -0.35, 0.58, -0.62, -0.40, 0.14, 0.26, 0.41, 0.53, 0.51, 0.03, -0.99, 0.33, -0.47, -0.31, 0.66, -0.61, -0.39, 0.10, 0.33, 0.23, 0.38, 0.36, 0.33, -0.44, -0.37, 0.83, -0.55, -0.34, -0.59, 0.05, 0.35, 0.26, 0.31, 0.20, 0.37, -0.62, -0.35, 0.72, -0.28, -0.32, -0.68, 0.17, 0.39, 0.24, 0.34, 0.34, 0.18, -0.98, -0.05, 0.63, -0.67, -0.10, -0.97, 0.20, 0.45, 0.41, 0.25, 0.32, 0.49, -0.60, -0.21, 0.76, -0.64, -0.21, -0.67, 0.28, 0.40, 0.07, 0.24, 0.23, 0.33, -0.57, -0.40, 0.75, -0.59, -0.40, -0.86, 0.33, 0.13, 0.39, 0.27, 0.61, 0.27],
  "homo_energy_ha": -0.3772,
  "multiplicity": 1,
  "charge": 0,
  "energy_ha": -2481.28817,
  "relative_energy_ev": 3.822,
  "lumo_ha": 0.0038,
  "smiles": "C[C@H]1COC(=O)O1.C[C@H]1COC(=O)O1.COC(=O)OC.COC(=O)OC.COC(=O)OC.COC(=O)OC.COC(=O)OC"
}


# 2
{
  "formula": "C23H43BrCl2N5O6S",
  "method": "ωB97M-V/def2-TZVPD",
  "species": ["C", "C", "O", "C", "C", "O", "C", "N", "C", "Br", "N", "N", "C", "S", "C", "C", "Cl", "C", "C", "Cl", "H", "H", "H", "H", "H", "H", "H", "H", "H", "H", "H", "H", "H", "C", "O", "C", "C", "N", "C", "C", "O", "C", "H", "H", "H", "H", "H", "H", "H", "H", "H", "H", "H", "H", "H", "H", "H", "C", "O", "C", "C", "N", "C", "C", "O", "C", "H", "H", "H", "H", "H", "H", "H", "H", "H", "H", "H", "H", "H", "H", "H"],
  "positions_angstrom": [[4.455069, 1.677418, 6.961139], [3.162568, 2.247934, 6.342423], [3.069614, 2.026051, 4.947574], [2.735621, 0.695298, 4.663986], [2.553761, 0.522108, 3.142524], [3.449057, -0.462174, 2.572871], [3.157115, -1.717486, 2.844047], [3.022262, -2.319748, 4.080839], [2.759576, -3.626240, 3.990790], [2.555646, -4.749094, 5.453564], [2.706705, -3.889587, 2.677944], [2.422341, -5.186312, 2.195604], [1.212077, -5.468745, 2.341739], [-0.225095, -5.847956, 2.733013], [2.966803, -2.748670, 1.946366], [3.010732, -2.702284, 0.482417], [1.951936, -1.609884, -0.356181], [3.838096, -3.502441, -0.212381], [4.809804, -4.486232, 0.364396], [3.820585, -3.466855, -1.945499], [4.873191, 2.307081, 7.742603], [4.254038, 0.700681, 7.415661], [5.185647, 1.495654, 6.168415], [3.106613, 3.315690, 6.550028], [2.308227, 1.802664, 6.870485], [1.829038, 0.406737, 5.214229], [3.593453, 0.063830, 4.952081], [1.523675, 0.245147, 2.909248], [2.777814, 1.491307, 2.701691], [3.099510, -1.889228, 4.993104], [4.512982, -5.495488, 0.068141], [4.878935, -4.452251, 1.447813], [5.792084, -4.314275, -0.080372], [-0.697719, -1.456864, -2.372817], [0.024515, -0.343548, -2.865908], [1.215496, -0.680107, -3.577826], [1.046702, -0.452068, -5.066376], [0.138039, -1.422695, -5.663397], [-0.318354, -1.083812, -7.012116], [-1.050181, 0.242195, -7.218531], [-2.340394, 0.303137, -6.639742], [-2.356985, 0.549910, -5.245929], [-1.432653, -1.089691, -1.656033], [-1.237722, -1.965717, -3.177256], [-0.041455, -2.166659, -1.866539], [1.544221, -1.700348, -3.358320], [1.993764, -0.000013, -3.219394], [2.022631, -0.530443, -5.555262], [0.688012, 0.576840, -5.191694], [-0.673851, -1.520106, -5.070732], [-0.993226, -1.882906, -7.326980], [0.542667, -1.115312, -7.687438], [-1.208447, 0.355884, -8.293515], [-0.449925, 1.106104, -6.908641], [-1.557723, 1.228705, -4.938497], [-2.296082, -0.389996, -4.689379], [-3.313124, 1.008234, -4.994022], [-2.178833, 2.135170, 2.477449], [-3.254019, 1.338705, 2.024972], [-4.545462, 1.876332, 2.304038], [-5.222151, 2.402295, 1.053295], [-4.575565, 3.611990, 0.559874], [-4.967547, 4.021480, -0.788839], [-4.759495, 3.049640, -1.949376], [-3.406540, 2.820322, -2.301140], [-2.721825, 1.901201, -1.470766], [-1.276416, 1.524165, 2.431651], [-2.022670, 3.012150, 1.841290], [-2.328958, 2.461530, 3.510677], [-4.497629, 2.642712, 3.083076], [-5.146793, 1.049431, 2.690830], [-6.268079, 2.625879, 1.282694], [-5.204548, 1.594271, 0.310829], [-3.574792, 3.475335, 0.573038], [-4.400284, 4.926620, -1.017400], [-6.023416, 4.309114, -0.766735], [-5.212918, 3.509402, -2.830597], [-5.282958, 2.096948, -1.802582], [-3.369104, 1.087578, -1.131438], [-2.276072, 2.422165, -0.618807], [-1.901614, 1.472194, -2.049991]],
  "atomic_forces_ev_per_a": [[-0.400, -0.704, -0.320], [0.400, 0.099, 1.126], [-0.398, 0.052, -0.111], [0.559, -0.101, -0.378], [-0.445, 0.507, 0.789], [0.061, 0.116, 0.376], [-0.350, -1.549, -0.735], [0.067, 0.520, 1.304], [0.038, 0.279, -0.594], [0.019, 0.207, -0.601], [-0.090, -0.866, 1.155], [-0.532, 0.510, -0.406], [0.098, -0.025, 0.743], [0.331, -0.042, -0.519], [0.029, 0.962, -0.826], [0.293, -0.472, -0.584], [0.150, 0.037, 0.723], [-0.156, 0.070, -0.038], [-0.010, -0.068, -0.399], [0.060, -0.061, 0.429], [0.011, 0.125, -0.150], [0.089, 0.090, 0.023], [0.133, 0.321, 0.142], [0.018, 0.048, -0.520], [-0.113, 0.034, -0.263], [0.097, -0.088, 0.015], [-0.200, -0.088, 0.197], [0.091, -0.052, -0.185], [0.178, -0.254, -0.301], [0.097, 0.242, -0.162], [-0.023, 0.051, 0.061], [0.043, 0.117, -0.008], [-0.019, 0.058, 0.136], [-0.181, 0.168, -0.189], [0.119, -0.300, 0.287], [0.164, 0.372, -0.164], [-0.228, -0.131, -0.009], [0.034, 0.107, 0.034], [-0.058, -0.108, 0.089], [-0.008, -0.020, -0.275], [0.129, 0.062, 0.099], [-0.297, -0.095, -0.113], [0.025, 0.073, -0.018], [0.012, -0.157, 0.081], [-0.076, -0.104, -0.109], [-0.169, -0.071, -0.036], [0.009, -0.027, 0.020], [0.006, 0.016, -0.002], [0.154, 0.072, 0.029], [0.000, -0.001, 0.002], [0.018, 0.009, -0.056], [0.020, 0.067, 0.017], [-0.024, -0.017, 0.006], [-0.005, -0.031, 0.131], [0.044, -0.057, 0.032], [0.117, 0.090, 0.158], [0.011, 0.058, -0.084], [-0.037, -0.116, -0.115], [0.116, 0.171, 0.143], [-0.310, -0.236, -0.059], [0.247, 0.140, -0.095], [0.023, -0.173, -0.052], [0.103, 0.094, 0.124], [-0.159, 0.135, -0.169], [-0.068, -0.187, 0.075], [0.249, 0.208, -0.258], [-0.024, -0.031, -0.022], [0.022, 0.086, 0.103], [0.003, 0.050, -0.005], [0.100, 0.074, -0.073], [0.007, 0.014, 0.028], [-0.010, -0.014, -0.007], [-0.116, -0.092, 0.065], [0.013, 0.013, 0.001], [-0.057, 0.025, -0.039], [-0.021, -0.058, -0.017], [0.025, 0.009, -0.004], [0.079, -0.040, 0.120], [-0.047, 0.068, 0.101], [-0.042, -0.211, 0.170], [-0.039, 0.025, -0.065]],
  "mulliken_charge": [-1.07, -0.24, -0.41, -0.48, -0.52, -0.43, 0.57, 0.16, 0.53, 0.03, 0.68, -1.14, 0.53, -0.21, 0.01, -0.49, -0.07, 0.67, -1.36, -0.15, 0.35, 0.29, 0.28, 0.37, 0.29, 0.45, 0.25, 0.33, 0.41, 0.24, 0.30, 0.34, 0.45, -0.80, -0.16, -0.84, -0.26, -0.33, -0.73, -0.46, -0.47, -0.39, 0.17, 0.38, 0.33, 0.44, 0.37, 0.44, 0.15, 0.08, 0.38, 0.39, 0.36, 0.34, 0.25, 0.14, 0.25, -0.45, -0.31, -0.85, -0.13, -0.31, -0.88, -0.39, -0.42, -0.23, -0.03, 0.29, 0.35, 0.39, 0.40, 0.40, 0.14, 0.10, 0.38, 0.42, 0.37, 0.35, 0.23, 0.11, 0.07],
  "homo_energy_ha": -0.3664,
  "multiplicity": 1,
  "charge": 1,
  "energy_ha": -5519.51784,
  "lumo_ha": -0.1562
}


Respective HOMO-LUMO gap values: 10.369, 5.720 eV.